Here is a molecular structure, C24H37BaN4O3SeSi in a non-equilibrium geometry from the Open Molecules 2025 dataset. Energies are from the ωB97M-V functional and the def2-TZVPD basis.

Each line ends with the Mulliken charge.
Atoms and positions in Å:
Ba: 0.42 -0.53 -0.60  1.906
O: 1.86 -2.26 -0.88  -0.700
C: 2.78 -2.52 -1.76  0.179
C: 4.04 -3.05 -1.36  -0.511
C: 5.02 -3.33 -2.28  -0.413
C: 4.82 -3.13 -3.66  -0.793
C: 3.60 -2.63 -4.06  -0.564
C: 2.59 -2.31 -3.15  0.972
C: 1.33 -1.79 -3.74  -0.951
N: 0.35 -1.29 -3.11  0.237
C: -0.87 -0.91 -3.83  -0.967
C: -1.51 0.37 -3.27  -0.465
N: -2.02 0.20 -1.89  -0.382
C: -2.13 1.22 -1.13  -0.915
C: -1.60 2.61 -1.39  1.102
C: -2.45 3.70 -1.42  -0.421
C: -1.97 4.99 -1.63  -0.713
C: -0.60 5.16 -1.79  -0.380
C: 0.28 4.09 -1.73  -0.946
C: -0.19 2.78 -1.51  0.055
O: 0.61 1.74 -1.42  -0.469
H: 4.20 -3.21 -0.30  0.407
H: 5.97 -3.73 -1.93  0.377
H: 5.59 -3.37 -4.38  0.379
H: 3.41 -2.46 -5.12  0.313
H: 1.26 -1.88 -4.84  0.148
H: -1.59 -1.72 -3.74  0.255
H: -0.66 -0.75 -4.90  0.470
H: -2.38 0.59 -3.89  0.376
H: -0.81 1.21 -3.37  0.214
H: -2.59 1.03 -0.16  0.332
H: -3.52 3.54 -1.29  0.399
H: -2.65 5.83 -1.67  0.377
H: -0.20 6.15 -1.95  0.371
H: 1.35 4.23 -1.84  0.397
N: 1.73 0.18 1.88  -0.112
C: 2.72 1.25 1.63  -0.537
C: 3.77 0.78 0.63  -0.771
N: 3.17 0.52 -0.68  -0.130
H: 0.99 0.48 2.52  -0.112
H: 2.19 -0.60 2.33  0.158
H: 3.22 1.57 2.54  0.395
H: 2.20 2.11 1.21  0.275
H: 4.22 -0.15 1.00  0.331
H: 4.57 1.53 0.60  0.377
H: 3.84 0.10 -1.33  0.194
H: 2.80 1.37 -1.10  0.039
C: 0.33 -3.03 2.29  -0.118
C: -0.82 -3.33 1.37  0.798
C: -1.74 -4.47 1.71  -1.416
O: -1.03 -2.66 0.38  -0.376
H: 0.59 -3.88 2.91  0.417
H: 0.01 -2.20 2.94  -0.247
H: 1.20 -2.72 1.70  -0.159
H: -1.18 -5.35 2.03  0.386
H: -2.38 -4.70 0.86  0.331
H: -2.36 -4.16 2.56  0.303
C: -4.55 -0.08 3.71  -1.043
Si: -3.07 1.07 3.92  0.394
C: -3.34 2.00 5.52  -1.054
C: -3.22 2.36 2.56  -0.840
Se: -1.15 -0.02 3.88  -0.676
H: -5.48 0.38 4.08  0.329
H: -4.37 -1.00 4.27  0.254
H: -4.69 -0.33 2.66  0.286
H: -4.35 2.41 5.60  0.339
H: -2.62 2.82 5.61  0.258
H: -3.17 1.32 6.37  0.243
H: -4.05 3.05 2.73  0.428
H: -3.40 1.87 1.59  0.111
H: -2.30 2.93 2.48  0.268

- HOMO-LUMO gap (eV) = 6.41
- 2S+1 = 1
- total charge = -1
- E_HOMO (eV) = -4.10

=====

Here is a molecular structure, C6H3AuCl2HoNO3S in a non-equilibrium geometry from the Open Molecules 2025 dataset. Energies are from the ωB97M-V functional and the def2-TZVPD basis.

Each line ends with the Mulliken spin population.
Atoms and positions in Å:
Ho: -1.17 -1.25 -1.57  4.053
Au: 1.91 1.42 1.99  0.000
Cl: 0.81 -2.55 -1.13  -0.036
Cl: -4.10 1.53 -4.72  2.000
C: 3.38 2.61 1.99  0.000
C: -1.10 -0.73 -3.93  -0.008
C: 0.31 0.41 -2.15  -0.004
O: 4.21 3.41 1.89  0.000
O: -0.76 -0.61 -5.02  0.002
O: 1.27 0.98 -2.50  0.003
S: -2.00 -0.76 1.09  -0.005
C: -1.07 -1.60 2.34  -0.001
C: 0.06 -0.90 2.64  -0.002
N: 0.29 0.17 1.78  0.000
C: -0.64 0.28 0.80  -0.001
H: -1.39 -2.51 2.83  0.000
H: 0.73 -1.10 3.47  0.000
H: -0.73 1.20 0.20  -0.001

- HOMO-LUMO gap (alpha / beta) (eV) = 6.74 / 1.86
- 2S+1 = 7
- total charge = +4
- E_HOMO (alpha / beta) (eV) = -22.97 / -22.97

=====

Number 1: calculated total energy -111515.362 eV. Number 2: calculated total energy -79221.258 eV.